Record 1
The following is a quantum chemistry calculation of a structure of composition C6H12N2, from the Open Molecules 2025 dataset.

* electronic energy: -9395.67121 eV
* strongest force on any atom: 0.7 eV/A
* LUMO: 0.96 eV
* HOMO level: -7.052 eV

Structure (XYZ):
```
20
Properties=species:S:1:pos:R:3:forces:R:3
N 0.663932 -0.368247 1.102715 0.516 -0.376 0.377
N -1.555348 0.038132 -1.497750 -0.032 -0.018 -0.085
C 1.785239 -0.176582 -1.117233 -0.267 0.020 0.197
C -0.693194 -0.110594 -0.415997 0.102 -0.056 0.491
C -0.705214 -0.684538 0.796485 -0.214 0.295 -0.422
C 0.721189 0.387011 -0.187001 0.008 0.111 -0.220
C 0.851339 1.891882 -0.016514 -0.088 -0.280 0.091
C -1.649559 -1.454412 1.646935 0.042 0.086 -0.184
H -1.147130 -1.762715 2.559695 -0.020 -0.085 0.094
H -2.517979 -0.849484 1.909268 -0.049 -0.029 0.087
H -2.292545 -0.655091 -1.505196 0.052 0.072 -0.145
H 0.824944 0.183777 1.940999 -0.149 0.207 -0.111
H 1.684762 -1.257058 -1.176610 0.007 -0.099 -0.028
H 1.680181 0.250125 -2.112559 0.051 0.050 -0.171
H -2.004089 -2.345845 1.127863 -0.044 -0.090 0.058
H 2.776372 0.058384 -0.737156 0.129 0.042 -0.011
H 0.082769 2.263710 0.658341 -0.065 0.040 0.052
H 1.831466 2.143256 0.385747 0.120 0.079 0.001
H -1.067341 0.063138 -2.384006 -0.122 -0.084 0.018
H 0.730206 2.385151 -0.978026 0.023 0.115 -0.089
```
Forces are in eV/Å.

Record 2
The following is a quantum chemistry calculation of a cluster of 2 separate species, C6H12N2O in total, from the Open Molecules 2025 dataset.

* spin multiplicity: 2
* net charge: -1
* ⟨S²⟩: 0.75
* electronic energy: -11440.68758 eV
* strongest force on any atom: 7.4 eV/A
* LUMO (alpha / beta): 3.21 / 3.14 eV
* HOMO level (alpha / beta): 1.132 / -4.789 eV

Structure (XYZ):
```
21
Properties=species:S:1:pos:R:3:forces:R:3
O -1.723934 4.646646 -0.556395 -0.818 0.556 1.980
N 1.452407 -2.204208 2.163630 -0.480 -0.376 -0.180
N 1.007788 -0.897310 0.383045 -0.255 -1.302 1.266
C 0.795436 -2.639128 -1.495797 -0.107 -1.030 2.157
C -1.867227 3.614403 -1.498280 6.805 -0.369 2.765
C 0.973437 -2.241478 -0.045881 2.075 -0.098 2.293
C -2.091654 2.246198 -1.017898 -1.536 1.885 6.107
C 1.361421 -3.100626 1.036097 -1.850 5.777 -0.683
C 1.250835 -0.927088 1.728710 -1.259 0.544 -2.367
H 1.689725 -2.644709 -2.061440 1.097 -0.076 -0.494
H -2.516827 3.902535 -2.174152 -3.326 1.177 -3.595
H -2.121967 1.756426 -1.834746 -0.001 -4.248 -5.650
H 0.310804 -3.610064 -1.518707 0.281 -0.423 -0.077
H -3.107373 2.141122 -0.599593 0.046 0.137 0.024
H -1.450667 1.741839 -0.274218 0.328 0.774 -0.551
H 1.115662 -2.450778 3.147986 0.839 -0.004 -0.855
H 1.772732 -4.038477 0.980073 0.380 -2.184 0.395
H 1.093608 0.074648 2.297645 0.593 -2.498 -0.545
H -2.077426 4.367582 0.313580 0.281 0.180 -0.821
H -0.787657 3.608978 -1.921361 -1.732 -0.126 -0.239
H 0.116015 -2.025331 -1.972337 -1.359 1.705 -0.930
```
Forces are in eV/Å.

Record 3
The following is a quantum chemistry calculation of a structure of composition C6H12N2O, from the Open Molecules 2025 dataset.

* electronic energy: -11438.78997 eV
* strongest force on any atom: 7.5 eV/A
* LUMO (alpha / beta): 0.40 / 0.41 eV
* HOMO level (alpha / beta): -6.817 / -6.811 eV

Structure (XYZ):
```
21
Properties=species:S:1:pos:R:3:forces:R:3
O -2.030115 1.076772 0.137665 -1.738 0.103 0.359
N 0.003057 -2.002445 1.060204 -0.180 0.406 -0.273
N 0.543294 1.764049 1.538250 -0.066 -0.468 0.115
C 2.178547 -0.152781 -1.010169 0.722 -0.461 -0.098
C 0.327979 -0.678454 1.441533 2.906 -1.095 1.024
C -1.070283 -0.367206 -1.529878 -0.269 0.211 -0.344
C 0.327021 0.595077 0.755938 -2.426 0.916 -6.996
C -0.875899 0.777540 -0.567351 1.864 0.087 2.801
C 1.457633 0.030420 0.062755 -0.678 -0.142 3.433
H -0.223916 -0.515447 -2.194600 0.150 -0.228 0.224
H -0.916244 -2.316325 1.344111 0.012 -0.033 -0.082
H -1.903163 -0.121649 -2.193061 -0.131 0.110 0.071
H 3.171039 -0.586811 -0.960156 -0.248 -0.859 -0.068
H 0.224302 -2.220700 0.098851 -0.260 0.032 0.031
H -0.308402 2.028904 2.019935 0.027 0.125 -0.185
H 0.516715 -0.599256 2.508017 0.261 0.040 0.038
H -0.544274 1.685724 -1.070786 -0.075 0.040 -0.068
H -1.347179 -1.283471 -1.011957 0.156 -0.073 -0.093
H -2.286813 0.274029 0.618261 -0.029 0.333 -0.152
H 0.901958 2.525394 0.976257 -0.138 -0.049 0.059
H 1.854741 0.086638 -2.023819 0.141 1.005 0.204
```
Forces are in eV/Å.

Record 4
The following is a quantum chemistry calculation of an isolated molecule of C6H12N2O, from the Open Molecules 2025 dataset.

* SMILES: CO[C@@H]1C[C@H]2N[C@@H]2[C@@H]1N
* electronic energy: -11439.81852 eV
* strongest force on any atom: 1.7 eV/A
* LUMO: 0.92 eV
* HOMO level: -8.344 eV

Structure (XYZ):
```
21
Properties=species:S:1:pos:R:3:forces:R:3
O -0.014047 0.762702 1.734474 0.371 0.078 -0.839
N -1.778356 0.090961 -0.341943 1.236 -0.052 0.367
N 0.436511 -0.182276 -2.696422 -0.943 0.001 0.611
C 0.695970 0.558979 -1.475212 1.010 -0.734 0.647
C -0.686175 0.203112 2.824930 0.353 -1.658 0.139
C 1.518399 0.497027 -0.184734 1.299 0.044 -0.266
C 0.492390 -0.157217 0.774059 -0.387 -1.223 0.569
C 0.279177 -0.884026 -1.402296 -0.001 -0.069 -1.036
C -0.625329 -0.832745 -0.181002 -0.888 1.193 0.137
H -2.669239 -0.348190 -0.306492 -0.522 -0.473 0.093
H 0.993270 -1.003026 1.293046 -0.246 0.408 0.105
H 1.732655 1.472846 0.211194 0.530 0.505 0.153
H 2.444143 -0.147694 -0.242697 -0.869 0.943 0.065
H -0.084422 -0.580805 3.343921 -0.034 0.613 -0.223
H -1.731046 0.837102 0.352808 -0.084 -0.346 -0.202
H -0.122003 1.214849 -1.293586 -0.558 0.419 -0.180
H -0.903459 -1.793456 0.247620 -0.175 -0.184 -0.193
H 1.223652 -0.548093 -3.189481 0.619 -0.404 -0.219
H 1.143495 -1.546598 -1.233212 -0.426 0.218 0.163
H -0.956903 0.971501 3.503886 0.075 0.854 0.621
H -1.611446 -0.301627 2.571292 -0.361 -0.131 -0.513
```
Forces are in eV/Å.

Record 5
The following is a quantum chemistry calculation of an isolated molecule of C6H12N2O, from the Open Molecules 2025 dataset.

* electronic energy: -11440.90468 eV
* strongest force on any atom: 1.3 eV/A
* LUMO: 0.48 eV
* HOMO level: -7.576 eV

Structure (XYZ):
```
21
Properties=species:S:1:pos:R:3:forces:R:3
O 1.627634 0.560739 -2.681116 0.041 0.049 0.005
N -1.098805 -0.326864 0.632818 0.169 -0.292 0.077
N 1.012968 -0.036244 -0.571954 0.115 -0.378 0.990
C 0.296094 -0.974996 0.240116 -0.751 1.000 -0.348
C -1.994949 -0.136039 -0.508256 -0.325 -0.014 -0.438
C -0.978944 0.894085 1.431876 0.079 0.375 0.341
C 0.959283 -0.098726 -1.915133 -0.345 -0.284 -0.892
C 0.420609 -2.155095 0.765581 0.145 -0.735 0.288
C 2.075204 0.740674 0.041123 0.311 0.201 0.095
H 2.783439 1.019049 -0.739088 -0.045 0.035 0.101
H -2.977511 0.204912 -0.177856 0.080 0.016 0.050
H -0.611099 1.703505 0.804201 0.006 -0.051 -0.048
H -1.568869 0.604964 -1.184938 0.001 -0.009 0.097
H -0.276339 0.719567 2.244078 -0.008 -0.059 -0.031
H -1.442203 -1.101365 1.219233 0.235 0.077 -0.149
H -2.100819 -1.080600 -1.039070 0.041 -0.004 0.077
H -1.945329 1.182035 1.847064 -0.016 -0.050 -0.077
H 1.348411 -2.683483 0.551731 0.126 0.082 -0.101
H 2.578803 0.139104 0.799064 -0.066 0.020 -0.054
H 1.690249 1.651550 0.506379 0.065 -0.015 -0.010
H 0.202175 -0.826771 -2.265853 0.142 0.034 0.026
```
Forces are in eV/Å.